(1)
C34H21Br2ClF5HoIN3O2 | wB97M-V/def2-TZVPD

Output
lowest unoccupied orbital energy (alpha / beta) = -0.2 / -0.2 eV
ΔE to the lowest compared entry with this formula, charge and spin = 0.8796 eV
HOMO energy (alpha / beta) = -7.62 / -7.63 eV
E_tot = -244260.526 eV
⟨S²⟩ = 6.004
gap between HOMO and LUMO (alpha / beta) = 7.39 / 7.40 eV
2S+1 = 5

Cartesian coordinates (Å):
H1 1.878 -2.690 1.390
N1 1.614 -2.308 -0.611
C1 1.420 1.933 2.047
H2 3.479 -4.476 2.186
C2 1.332 2.538 -4.633
C3 1.590 0.562 2.455
C4 -2.320 2.428 0.143
C5 -4.850 -3.233 2.254
F1 1.054 3.170 -5.779
O1 -0.381 1.152 -1.748
H3 4.867 -4.301 -1.218
C6 0.312 2.219 -3.758
N2 -1.852 1.495 0.620
H4 -5.769 -4.098 0.538
H5 -4.801 3.460 0.560
C7 -4.008 -3.002 -0.003
Ho1 -0.042 -0.202 -0.011
Cl1 2.474 3.999 5.342
H6 -2.563 4.480 0.029
C8 1.903 1.212 -2.309
C9 0.851 3.354 0.344
F2 4.190 1.123 -2.896
C10 -3.268 -2.771 -2.275
Br1 -1.350 -1.036 2.639
H7 0.510 3.471 -0.678
C11 2.204 1.403 4.673
C12 -2.908 3.575 -0.482
H8 -2.538 3.598 -1.511
H9 -1.529 -1.634 -2.616
C13 -3.771 -2.469 2.715
H10 1.077 5.459 0.674
C14 2.284 -2.859 0.401
C15 2.936 1.510 -3.174
H11 3.579 -3.344 -3.137
H12 -3.384 -2.967 -3.333
C16 4.179 -4.147 1.422
H13 2.473 1.181 5.693
C17 -4.953 -3.500 0.919
C18 3.459 -3.589 0.242
F3 2.151 0.490 -1.150
I1 2.089 -1.643 4.393
H14 1.855 5.164 3.009
C19 3.946 -3.762 -1.051
C20 2.654 2.196 -4.350
H15 -4.773 2.589 -0.975
C21 -1.909 -1.714 -0.494
F4 3.637 2.507 -5.211
C22 2.117 2.707 4.242
C23 -2.831 -2.016 1.832
C24 2.098 -2.513 -1.828
H16 -5.021 -3.843 -1.698
Br2 1.097 -1.745 -3.247
C25 -2.883 -2.230 0.433
C26 1.605 4.311 2.399
C27 -2.177 -2.008 -1.830
H17 -4.862 4.357 -0.961
C28 1.733 3.010 2.922
C29 0.542 1.515 -2.548
C30 1.177 4.479 1.110
C31 -4.437 3.488 -0.464
O2 1.409 -0.391 1.616
H18 -5.578 -3.604 2.961
H19 4.815 -4.977 1.124
H20 4.809 -3.377 1.867
F5 -0.958 2.564 -4.056
C32 1.951 0.366 3.789
H21 -3.671 -2.244 3.765
C33 3.245 -3.229 -2.119
N3 0.962 2.123 0.789
C34 -4.168 -3.263 -1.378

Cartesian forces, eV/Å:
0.00 0.04 0.02
0.02 0.27 -0.27
0.26 0.11 0.46
0.01 -0.08 0.06
0.29 -0.06 -0.03
0.38 0.66 0.99
0.47 -0.92 0.59
-0.11 -0.12 -0.25
0.03 0.00 0.14
-0.73 -0.46 0.64
0.05 -0.09 -0.03
-0.18 -0.22 0.53
-0.15 0.23 -0.26
-0.10 -0.03 -0.01
-0.07 0.00 0.04
0.26 0.15 0.14
-0.18 -0.02 -0.25
0.04 0.09 0.14
0.04 -0.12 -0.06
-0.39 0.02 0.34
0.06 -0.30 -0.16
-0.26 0.12 -0.06
-0.27 -0.18 0.08
-0.64 -0.53 -0.45
-0.14 -0.04 -0.04
0.03 0.83 0.07
-0.44 0.63 -0.42
0.06 0.03 0.06
0.04 0.07 0.15
0.42 0.24 0.05
0.02 0.15 -0.03
0.26 -0.23 0.16
0.04 0.07 -0.02
-0.02 0.01 -0.06
-0.05 0.00 -0.06
0.08 0.10 0.14
0.05 0.06 0.10
-0.12 -0.01 0.22
-0.15 -0.02 -0.33
0.04 0.25 -0.87
0.13 0.30 0.13
0.00 0.06 0.11
-0.30 0.21 0.21
-0.13 -0.10 0.06
-0.03 -0.01 -0.02
-0.31 -0.07 -0.18
-0.16 -0.05 0.14
0.13 -0.46 0.33
0.07 0.20 0.52
-0.26 0.06 -0.08
-0.08 -0.09 -0.05
0.20 -0.20 -0.07
0.11 -0.05 -0.21
-0.04 0.01 -0.19
0.35 0.31 0.44
-0.01 0.00 -0.02
-0.23 -0.24 -0.34
1.55 0.58 -1.28
0.05 -0.02 0.17
0.02 0.04 0.02
0.00 -0.34 -0.43
-0.07 -0.04 0.01
0.01 -0.08 0.08
0.07 0.00 0.09
0.28 -0.03 -0.04
-0.23 -0.93 -0.79
0.01 -0.01 0.10
-0.07 0.11 0.08
-0.07 0.11 -0.02
0.08 0.03 -0.21

(2)
C34H23BaBr2ClN7O5S | wB97M-V/def2-TZVPD

Output
net charge = -1
lowest unoccupied orbital energy = 1.9 eV
ΔE to the lowest compared entry with this formula, charge and spin = 3.9406 eV
HOMO energy = -4.07 eV
E_tot = -220437.322 eV
gap between HOMO and LUMO = 5.98 eV

Cartesian coordinates (Å):
C1 3.240 6.246 2.789
C2 1.390 -2.316 -3.386
Br1 4.285 -1.769 3.579
H1 5.889 -3.295 -2.780
H2 3.910 -2.999 -4.197
H3 3.861 2.474 3.256
C3 -4.040 0.582 1.058
Cl1 -6.674 -2.872 0.740
C4 -6.436 1.417 -0.051
H4 -0.749 -0.076 -2.071
H5 2.147 5.703 1.036
H6 4.385 6.509 4.583
O1 2.203 -1.840 1.397
C5 4.201 4.444 4.037
C6 3.697 3.532 3.133
O2 -3.564 -6.139 -0.258
N1 -4.368 -1.628 0.186
H7 -4.244 2.206 -2.940
N2 -3.088 -1.852 -0.105
C7 3.557 -2.460 -0.442
C8 -2.931 -3.155 -0.233
O3 -0.680 -2.802 -0.726
C9 3.339 -2.176 0.960
H8 1.892 3.441 0.348
H9 -3.834 2.587 1.751
C10 5.742 -2.608 1.289
C11 4.939 -3.030 -2.335
H10 -3.101 0.239 1.466
H11 4.773 4.085 4.880
H12 1.345 -1.275 -3.719
C12 2.955 3.979 2.039
C13 -1.569 -3.669 -0.618
C14 -1.372 0.785 -1.855
C15 2.729 5.346 1.874
C16 -2.542 0.956 -2.562
C17 -5.653 2.309 0.660
N3 2.415 3.079 1.141
S1 3.882 0.766 0.087
H13 0.509 -2.537 -2.788
C18 -4.453 1.891 1.208
N4 0.134 1.685 -0.120
N5 1.150 0.921 -0.539
H14 -5.975 3.333 0.776
C19 -4.834 -0.310 0.349
N6 2.627 1.774 1.239
N7 2.495 -2.311 -1.250
C20 2.606 -2.512 -2.544
C21 -2.983 2.997 -1.391
H15 -1.548 3.544 0.103
H16 6.585 -2.619 1.963
C22 3.837 -2.870 -3.126
H17 -6.640 -0.579 -0.785
C23 -0.996 1.712 -0.864
H18 3.056 7.301 2.648
C24 -5.048 -2.798 0.272
O4 -1.422 -4.886 -0.802
C25 3.979 5.803 3.874
H19 1.416 -2.963 -4.261
Br2 7.658 -3.352 -0.662
H20 -7.363 1.747 -0.497
C26 -3.348 2.065 -2.353
C27 2.175 0.941 0.238
C28 4.487 -2.263 1.761
C29 5.907 -2.906 -0.040
C30 -6.033 0.105 -0.214
C31 -4.517 -5.280 0.011
H21 -3.600 3.873 -1.233
C32 -1.843 2.818 -0.643
H22 -2.816 0.221 -3.308
Ba1 0.507 -1.284 0.139
C33 4.836 -2.827 -0.946
H23 -2.664 -5.692 -0.488
O5 -5.648 -5.630 0.268
C34 -4.162 -3.832 -0.004

Cartesian forces, eV/Å:
0.00 -0.02 -0.01
-0.06 0.12 0.03
0.09 -0.04 -0.01
0.02 0.00 0.10
-0.06 -0.05 -0.05
0.02 -0.12 0.01
-0.02 -0.16 -0.04
-0.18 0.03 0.05
-0.04 0.01 0.00
-0.01 0.08 -0.07
-0.04 -0.03 -0.10
0.01 0.06 0.05
1.63 -0.87 2.01
0.00 0.11 0.00
-0.01 -0.12 -0.14
0.54 -0.09 -0.17
-0.12 -0.92 -0.05
-0.11 -0.01 -0.03
0.72 0.35 -0.13
0.87 -0.18 0.20
-0.43 0.06 0.08
-2.18 -3.15 -2.28
1.71 -0.56 0.17
0.07 -0.30 0.11
0.11 0.07 0.05
0.26 -0.13 -0.46
-0.18 0.03 -0.26
0.06 0.02 0.01
0.06 -0.02 0.08
-0.08 -0.02 -0.06
0.17 -0.07 0.43
-1.01 -0.91 -0.09
0.15 -0.06 0.18
-0.06 -0.14 -0.12
-0.12 0.08 -0.16
-0.03 0.06 0.08
-0.32 0.37 -1.08
0.46 0.12 -0.32
-0.12 -0.02 -0.13
-0.12 -0.03 0.06
0.32 0.80 1.33
1.19 1.89 -0.73
-0.01 0.10 0.01
-0.14 0.77 0.14
-0.22 -0.14 1.35
0.05 -0.29 -0.73
0.19 -0.02 0.05
-0.03 0.01 -0.05
0.06 0.00 0.06
0.03 -0.05 0.03
0.21 -0.04 0.12
0.01 -0.09 -0.06
-0.19 -0.13 -0.70
0.00 0.08 0.01
0.29 -0.46 -0.10
0.00 -0.19 0.03
0.11 0.08 0.14
-0.07 0.03 -0.02
-0.08 0.00 0.05
-0.09 0.02 -0.03
-0.23 -0.06 -0.19
0.34 1.22 -1.15
-0.67 0.14 0.19
0.42 0.04 0.26
0.13 -0.08 -0.04
-0.23 0.13 0.06
-0.02 0.02 0.04
0.00 -0.06 -0.08
-0.06 -0.05 -0.05
-2.23 2.47 1.75
-0.24 0.13 0.20
-0.43 -0.01 0.11
0.01 -0.06 -0.01
-0.09 0.28 0.07

(3)
C34H23BrCl3N8NiO | wB97M-V/def2-TZVPD

Output
net charge = +1
lowest unoccupied orbital energy (alpha / beta) = -2.9 / -2.9 eV
ΔE to the lowest compared entry with this formula, charge and spin = 0.6882 eV
HOMO energy (alpha / beta) = -9.03 / -9.02 eV
E_tot = -198248.074 eV
⟨S²⟩ = 2.006
gap between HOMO and LUMO (alpha / beta) = 6.09 / 6.08 eV
2S+1 = 3

Cartesian coordinates (Å):
H1 0.411 0.850 -3.299
H2 -2.181 4.236 -3.578
H3 -3.130 5.053 1.082
H4 -3.179 -5.525 -0.992
H5 -3.345 -5.193 1.436
N1 1.797 -0.514 -1.322
C1 -1.120 2.370 0.540
H6 -1.298 -2.893 -4.551
H7 5.426 1.109 4.216
N2 -3.468 5.641 -2.548
C2 -2.366 -3.047 2.812
H8 1.304 -1.904 2.451
C3 -2.012 -3.810 -2.752
Cl1 4.724 -1.670 -3.043
C4 -0.794 -1.760 -2.796
C5 -1.869 3.319 1.221
C6 -5.384 9.123 -3.849
N3 1.780 -0.168 1.442
C7 3.849 0.144 3.316
C8 -2.750 -4.650 -0.521
Cl2 4.575 1.211 -2.752
C9 -5.141 8.977 -2.491
N4 -1.033 -1.254 1.164
H9 -5.200 8.272 -5.806
H10 -0.785 2.503 -4.687
C10 -1.670 3.481 -3.004
N5 4.866 0.277 4.201
N6 -0.853 -1.606 -1.488
C11 -2.553 4.317 0.536
C12 -1.595 -2.366 0.650
C13 -4.509 7.836 -2.030
C14 -5.012 8.140 -4.749
H11 -4.312 7.704 -0.976
C15 1.973 -1.053 2.423
O1 -0.433 1.442 1.102
C16 2.621 -0.406 -2.105
Cl3 2.902 -0.141 -4.699
C17 2.618 0.880 1.398
C18 -0.240 1.575 -2.827
C19 3.676 -0.259 -3.115
N7 -0.352 1.527 -1.516
Br1 -6.231 10.691 -4.481
H12 2.438 1.605 0.613
C20 -2.090 -3.684 -1.355
C21 -1.829 -1.892 3.319
C22 -4.137 6.834 -2.922
H13 4.300 1.931 2.180
C23 -4.393 6.993 -4.277
C24 -1.789 3.490 -1.594
C25 -1.370 -2.840 -3.474
H14 -4.097 6.208 -4.961
H15 -0.731 -0.089 2.809
C26 -2.552 4.438 -0.840
C27 -2.273 -3.304 1.433
H16 4.955 -0.359 4.973
C28 -1.100 2.473 -0.896
H17 -2.457 -4.669 -3.239
C29 3.649 1.072 2.283
H18 -5.441 9.755 -1.802
C30 -2.838 -4.469 0.811
H19 -1.905 -1.651 4.369
Ni1 0.269 -0.122 -0.137
C31 2.964 -0.941 3.370
H20 -1.887 3.268 2.302
H21 3.061 -1.687 4.148
N8 -3.289 5.515 -1.328
C32 -0.898 2.525 -3.611
H22 -2.868 -3.759 3.457
H23 -0.272 -0.999 -3.357
C33 -1.167 -1.013 2.453
C34 -1.501 -2.556 -0.774

Cartesian forces, eV/Å:
0.02 -0.02 0.02
0.00 -0.07 0.01
0.03 -0.02 0.03
-0.01 0.01 0.02
0.00 0.00 0.00
0.73 -0.31 -0.82
-0.03 0.09 0.00
0.01 -0.01 0.01
0.00 -0.01 0.01
0.29 -0.21 -0.21
0.00 0.02 -0.02
-0.01 0.01 -0.03
-0.01 -0.02 0.02
0.01 -0.07 0.04
-0.06 -0.07 0.05
0.04 -0.04 0.26
0.01 -0.02 -0.03
0.03 0.24 -0.35
-0.02 -0.03 -0.05
0.00 0.01 -0.08
0.00 0.07 0.03
0.04 -0.01 0.06
0.39 -0.29 -0.10
-0.02 -0.02 0.01
0.03 0.01 0.01
0.14 -0.11 0.03
-0.03 0.00 -0.01
-0.07 -0.11 -0.03
-0.07 0.14 0.01
-0.01 0.05 0.02
-0.08 -0.03 0.09
-0.01 0.00 -0.04
0.02 0.04 -0.02
0.06 -0.07 -0.08
0.14 -0.60 -0.19
0.11 -0.08 -0.02
-0.06 0.00 -0.03
-0.06 -0.05 0.11
0.01 0.04 0.00
0.06 0.02 -0.03
0.39 -0.15 -0.26
0.00 0.00 0.01
-0.02 0.01 0.00
-0.01 -0.05 0.03
-0.08 -0.05 -0.03
-0.24 0.24 -0.03
-0.05 0.02 0.00
0.03 -0.03 -0.06
-0.16 0.01 -0.23
0.03 -0.01 -0.05
0.00 0.01 0.00
0.01 0.00 -0.06
0.21 -0.43 -0.14
-0.04 -0.07 0.05
0.00 0.03 0.01
-0.06 -0.02 -0.08
-0.01 0.02 0.00
0.08 0.02 0.02
0.01 0.00 0.00
-0.01 0.01 0.04
0.01 0.01 0.00
-1.59 1.13 1.66
0.08 0.02 0.09
-0.06 0.06 -0.01
-0.02 -0.03 -0.04
-0.20 0.45 0.42
0.01 0.09 -0.02
-0.02 0.02 -0.01
0.02 0.03 0.01
0.01 0.14 0.07
0.04 0.08 -0.08